1.
# C10H10CdClNO2

C10H10CdClNO2 as an isolated structure in a non-equilibrium geometry (ωB97M-V with the def2-TZVPD basis set, the Open Molecules 2025 dataset).

Cartesian coordinates (Å):
C1 1.10 1.56 -1.46
C2 1.69 0.26 -1.31
C3 2.04 0.09 0.06
H1 1.78 -0.48 -2.09
C4 1.67 1.27 0.77
C5 1.10 2.19 -0.16
H2 0.72 3.18 0.06
H3 0.69 1.99 -2.37
H4 2.54 -0.78 0.48
H5 1.80 1.44 1.83
Cd1 0.35 -2.65 0.64
Cl1 -1.00 -1.70 -1.04
C6 0.05 -4.95 1.09
C7 0.95 -4.40 2.06
C8 2.20 -4.15 1.41
H6 0.78 -4.35 3.14
C9 2.05 -4.45 0.02
C10 0.72 -4.92 -0.19
H7 0.31 -5.30 -1.13
H8 -0.91 -5.44 1.31
H9 3.16 -3.99 1.93
H10 2.86 -4.51 -0.70
O1 0.17 0.33 3.64
N1 0.48 -0.41 2.72
O2 -0.07 -1.58 2.65

E_HOMO: 0.0206 Eh
Relative energy (zero: lowest compared OMol25 entry of this formula, charge and spin): 73.9 kJ/mol
Frontier orbital gap: 5.1592 eV
DFT total energy: -33200.290 eV
Total charge: -2
LUMO: 5.719 eV

***

2.
# C10H10Cl2N2PtS4Sb

C10H10Cl2N2PtS4Sb as an isolated structure (ωB97M-V with the def2-TZVPD basis set, the Open Molecules 2025 dataset).

Cartesian coordinates (Å):
Pt1 -1.21 -1.71 -0.69
S1 -2.51 -6.36 1.17
Sb1 -1.64 -4.29 1.20
S2 -3.04 -2.55 0.34
S3 -0.36 -3.81 -0.83
S4 -0.55 -3.49 3.02
N1 0.55 -0.97 -1.67
C1 1.36 -0.01 -0.94
C2 2.58 0.41 -1.38
C3 3.37 1.27 -0.59
C4 2.94 1.67 0.64
C5 1.68 1.25 1.13
C6 1.19 1.56 2.42
C7 -0.01 1.07 2.82
C8 -0.79 0.30 1.90
N2 -0.37 0.04 0.70
C9 0.87 0.44 0.31
H1 1.04 -1.86 -1.76
H2 0.33 -0.62 -2.60
H3 2.95 0.05 -2.33
H4 4.34 1.59 -0.96
H5 3.56 2.30 1.27
H6 1.80 2.16 3.09
H7 -0.40 1.24 3.82
H8 -1.75 -0.10 2.18
Cl1 -4.63 2.70 -1.82
C10 -3.10 2.16 -2.54
Cl2 -2.63 0.54 -2.03
H9 -2.33 2.86 -2.24
H10 -3.23 2.15 -3.62

E_HOMO: -0.1468 Eh
Relative energy (zero: lowest compared OMol25 entry of this formula, charge and spin): 127.5 kJ/mol
Frontier orbital gap: 5.7820 eV
DFT total energy: -91686.616 eV
Total charge: -1
LUMO: 1.788 eV

***

3.
# C10H10ClIIr

C10H10ClIIr as an isolated structure in a non-equilibrium geometry (ωB97M-V with the def2-TZVPD basis set, the Open Molecules 2025 dataset).

Cartesian coordinates (Å):
C1 2.18 1.44 -0.47
C2 1.37 0.93 -1.55
C3 1.26 -0.45 -1.39
H1 0.98 1.53 -2.36
C4 1.96 -0.89 -0.21
C5 2.69 0.23 0.29
H2 3.41 0.30 1.09
H3 2.58 2.46 -0.40
H4 0.73 -1.10 -2.10
H5 2.16 -1.93 0.05
Ir1 1.29 0.95 1.45
Cl1 -0.52 2.30 1.08
C6 -2.42 -0.03 1.13
C7 -1.66 -1.20 1.02
C8 -1.50 -1.50 -0.38
H6 -1.26 -1.80 1.83
C9 -2.17 -0.50 -1.12
C10 -2.76 0.42 -0.19
H7 -3.31 1.33 -0.45
H8 -2.63 0.46 2.05
H9 -0.93 -2.33 -0.80
H10 -2.21 -0.41 -2.20
I1 0.76 -0.21 3.65

E_HOMO (alpha / beta): -0.1126 / -0.1428 Eh
2S+1: 5
Frontier orbital gap (alpha / beta): 6.0011 / 5.6727 eV
DFT total energy: -33991.655 eV
Total charge: -1
LUMO (alpha / beta): 2.938 / 1.786 eV

***

4.
# C10H10ClNO3

C10H10ClNO3 in the gas phase in a non-equilibrium geometry (ωB97M-V with the def2-TZVPD basis set, the Open Molecules 2025 dataset).

Cartesian coordinates (Å):
C1 -0.31 -0.11 -3.50
C2 -0.41 -0.30 -2.10
C3 -0.53 -1.16 -4.28
C4 0.15 -1.13 0.48
C5 1.01 1.72 1.94
C6 1.97 0.63 1.96
C7 1.36 1.07 0.68
C8 0.23 0.71 -1.30
C9 -1.05 -1.39 1.19
C10 -2.24 -0.51 1.46
N1 0.34 0.30 0.02
O1 -0.81 -2.10 -4.91
O2 0.98 -1.94 0.07
O3 0.65 1.79 -1.67
Cl1 -1.09 -2.93 1.89
H1 0.18 0.94 -3.62
H2 -0.79 -1.07 -1.54
H3 0.00 1.58 2.09
H4 1.22 2.83 2.07
H5 3.03 0.98 2.04
H6 1.71 -0.28 2.44
H7 2.15 1.25 -0.13
H8 -2.77 -0.10 0.60
H9 -1.98 0.28 2.16
H10 -3.01 -1.06 1.97

E_HOMO (alpha / beta): -0.3357 / -0.2739 Eh
Relative energy (zero: lowest compared OMol25 entry of this formula, charge and spin): 476.6 kJ/mol
Frontier orbital gap (alpha / beta): 8.4423 / 5.4471 eV
DFT total energy: -30681.753 eV
Total charge: 0
LUMO (alpha / beta): -0.693 / -2.007 eV

***

5.
# C10H10GaN2O4S

C10H10GaN2O4S as an isolated structure in a non-equilibrium geometry (ωB97M-V with the def2-TZVPD basis set, the Open Molecules 2025 dataset).

Cartesian coordinates (Å):
Ga1 -0.47 -1.20 -1.03
O1 -2.68 -1.60 1.33
C1 -1.88 -1.41 0.52
C2 1.34 -0.73 -2.81
O2 2.20 -0.36 -3.47
C3 -1.85 0.24 -2.38
O3 -2.46 1.07 -2.86
C4 1.12 -2.72 -0.13
O4 1.91 -3.31 0.45
C5 -1.58 -3.01 -1.99
H1 -1.47 -3.84 -1.26
H2 -2.62 -2.68 -2.14
C6 -0.61 -2.78 -2.96
H3 -0.86 -2.22 -3.87
H4 0.30 -3.38 -2.99
C7 2.22 2.98 1.23
N1 1.06 2.35 1.86
C8 0.50 2.68 3.08
C9 -0.56 1.85 3.27
N2 -0.63 1.03 2.15
C10 0.37 1.34 1.28
S1 0.79 0.73 -0.27
H5 3.02 2.24 1.07
H6 1.94 3.42 0.26
H7 2.59 3.77 1.89
H8 0.90 3.47 3.69
H9 -1.26 1.78 4.08
H10 -1.32 0.30 1.99

E_HOMO: -0.6935 Eh
Relative energy (zero: lowest compared OMol25 entry of this formula, charge and spin): 0.0 kJ/mol
Frontier orbital gap: 6.0302 eV
DFT total energy: -84880.919 eV
Total charge: +3
LUMO: -12.841 eV

***

6.
# C10H10N

An isolated ion of composition C10H10N and charge +1 in a non-equilibrium geometry (ωB97M-V with the def2-TZVPD basis set, the Open Molecules 2025 dataset).

Cartesian coordinates (Å):
C1 -2.58 0.25 -0.45
C2 -1.86 1.29 -0.79
C3 -0.85 1.80 0.28
C4 0.23 0.79 0.08
C5 1.55 1.28 0.02
C6 2.67 0.45 -0.16
C7 2.40 -0.88 -0.45
C8 1.15 -1.45 -0.18
C9 0.04 -0.67 0.06
C10 -1.24 -1.56 0.21
N1 -2.63 -0.97 0.01
H1 -1.91 1.77 -1.67
H2 -0.46 2.87 0.22
H3 -1.12 1.81 1.35
H4 1.84 2.37 0.15
H5 3.58 0.95 -0.10
H6 3.16 -1.49 -0.61
H7 0.98 -2.46 -0.22
H8 -1.02 -2.42 -0.48
H9 -1.11 -1.94 1.26
H10 -3.29 -1.63 0.35

E_HOMO: -0.4720 Eh
Relative energy (zero: lowest compared OMol25 entry of this formula, charge and spin): 459.2 kJ/mol
Frontier orbital gap: 7.7861 eV
DFT total energy: -12011.726 eV
Total charge: +1
LUMO: -5.057 eV

***

7.
# C10H10N2

C10H10N2 in the gas phase in a non-equilibrium geometry (ωB97M-V with the def2-TZVPD basis set, the Open Molecules 2025 dataset).

Cartesian coordinates (Å):
C1 -2.71 0.98 0.09
C2 -1.70 -0.06 0.07
C3 -1.90 -1.42 -0.02
C4 -0.79 -2.31 -0.09
N1 0.47 -1.98 -0.06
C5 0.67 -0.66 -0.03
C6 2.08 -0.30 -0.04
N2 2.99 -1.25 0.00
C7 2.34 1.05 0.10
C8 1.31 1.97 -0.10
C9 -0.03 1.76 -0.15
C10 -0.32 0.30 -0.05
H1 -3.63 0.49 0.71
H2 -3.02 1.43 -0.80
H3 -2.32 1.80 0.82
H4 -2.93 -1.97 -0.21
H5 -1.03 -3.39 -0.23
H6 2.62 -2.22 0.23
H7 3.96 -1.11 0.20
H8 3.37 1.35 0.30
H9 1.38 3.01 -0.21
H10 -0.80 2.53 -0.54

E_HOMO: -0.2773 Eh
Relative energy (zero: lowest compared OMol25 entry of this formula, charge and spin): 171.3 kJ/mol
Frontier orbital gap: 8.1477 eV
DFT total energy: -13511.320 eV
Total charge: 0
LUMO: 0.602 eV

***

8.
# C10H10N2

C10H10N2 as an isolated structure in a non-equilibrium geometry (ωB97M-V with the def2-TZVPD basis set, the Open Molecules 2025 dataset).

Cartesian coordinates (Å):
C1 0.95 -0.56 -1.08
C2 0.86 -1.39 0.02
C3 1.49 -0.97 1.22
C4 2.17 0.24 1.26
C5 2.19 1.00 0.07
C6 -1.01 -0.80 -0.82
C7 -2.07 -1.01 0.03
C8 -2.63 -0.02 0.75
C9 -2.06 1.26 0.58
C10 -1.05 1.40 -0.26
H1 0.45 -0.78 -2.03
H2 0.28 -2.31 -0.01
H3 1.40 -1.59 2.12
H4 2.72 0.58 2.15
H5 2.62 2.03 0.03
H6 -0.62 -1.59 -1.55
H7 -2.28 -2.06 0.25
H8 -3.34 -0.37 1.54
H9 -2.66 2.21 0.96
H10 -0.56 2.37 -0.40
N1 1.63 0.60 -1.08
N2 -0.35 0.34 -0.86

E_HOMO: -0.2367 Eh
Relative energy (zero: lowest compared OMol25 entry of this formula, charge and spin): 841.9 kJ/mol
Frontier orbital gap: 6.2582 eV
DFT total energy: -13504.370 eV
Total charge: 0
LUMO: -0.183 eV

***

9.
# C10H10N2

A 2-piece molecular cluster, C10H10N2 overall in a non-equilibrium geometry (ωB97M-V with the def2-TZVPD basis set, the Open Molecules 2025 dataset).

Cartesian coordinates (Å):
C1 -3.82 1.21 -0.20
C2 -3.78 0.70 1.12
C3 -3.58 -0.68 1.27
N1 -3.41 -1.51 0.20
C4 -3.46 -1.03 -1.06
C5 -3.58 0.37 -1.27
H1 -3.99 2.26 -0.45
H2 -4.01 1.25 2.03
H3 -3.62 -1.17 2.28
H4 -3.26 -1.73 -1.84
H5 -3.58 0.63 -2.29
C6 2.57 0.49 -0.05
C7 2.73 -0.90 -0.01
C8 4.01 -1.44 0.05
N2 5.10 -0.69 0.01
C9 4.96 0.63 0.09
C10 3.73 1.28 -0.02
H6 1.55 0.86 -0.18
H7 1.81 -1.57 0.10
H8 4.03 -2.56 0.00
H9 5.85 1.23 0.18
H10 3.76 2.39 0.02

E_HOMO: -0.3541 Eh
Relative energy (zero: lowest compared OMol25 entry of this formula, charge and spin): 181.6 kJ/mol
Frontier orbital gap: 10.3463 eV
DFT total energy: -13511.214 eV
Total charge: 0
LUMO: 0.711 eV

***

10.
# C10H10N2O2P

C10H10N2O2P as an isolated structure in a non-equilibrium geometry (ωB97M-V with the def2-TZVPD basis set, the Open Molecules 2025 dataset).

Cartesian coordinates (Å):
C1 3.63 -0.87 0.70
C2 2.72 -1.82 1.17
C3 3.08 0.16 -0.03
C4 1.36 -1.72 0.89
C5 1.79 0.15 -0.34
C6 -3.24 1.56 -1.73
C7 -2.92 0.34 -1.71
C8 -0.34 -0.57 -0.63
C9 -2.60 -0.44 -0.17
C10 -0.95 1.07 1.05
N1 0.93 -0.78 0.08
N2 -1.38 -0.18 0.29
O1 0.26 2.07 -2.28
O2 -0.23 1.81 0.16
P1 0.36 1.12 -1.18
H1 4.65 -0.97 1.05
H2 3.09 -2.50 1.85
H3 3.72 1.05 -0.19
H4 0.64 -2.41 1.20
H5 -3.38 2.56 -1.39
H6 -2.89 -0.42 -2.48
H7 -3.38 -0.03 0.50
H8 -2.87 -1.47 -0.34
H9 -1.75 1.71 1.71
H10 -0.29 0.58 1.84

E_HOMO (alpha / beta): -0.4316 / -0.4316 Eh
Relative energy (zero: lowest compared OMol25 entry of this formula, charge and spin): 885.5 kJ/mol
Frontier orbital gap (alpha / beta): 5.8872 / 5.8923 eV
DFT total energy: -26883.023 eV
Total charge: +1
LUMO (alpha / beta): -5.857 / -5.853 eV

***

11.
# C10H10N2OS

C10H10N2OS in the gas phase in a non-equilibrium geometry (ωB97M-V with the def2-TZVPD basis set, the Open Molecules 2025 dataset).

Cartesian coordinates (Å):
C1 1.21 1.82 -0.98
C2 2.07 -0.02 0.35
C3 2.57 2.16 -1.14
C4 3.26 0.49 0.17
C5 0.94 0.60 -0.28
C6 -2.98 -0.68 1.06
C7 -0.40 0.08 -0.17
C8 -0.83 -1.37 0.38
C9 -3.17 0.30 -0.01
C10 -0.02 -2.58 0.18
N1 3.58 1.53 -0.63
N2 -1.99 -1.45 1.07
O1 -1.43 2.00 0.97
S1 -1.67 1.34 -0.29
H1 0.47 2.36 -1.55
H2 1.99 -1.01 0.79
H3 2.85 2.97 -1.95
H4 4.01 0.06 0.70
H5 -3.72 -0.87 1.73
H6 -3.19 -0.08 -0.98
H7 -3.92 1.08 0.17
H8 0.14 -2.69 -0.89
H9 -0.66 -3.38 0.52
H10 0.88 -2.68 0.79

E_HOMO (alpha / beta): -0.2932 / -0.2932 Eh
Relative energy (zero: lowest compared OMol25 entry of this formula, charge and spin): 501.3 kJ/mol
Frontier orbital gap (alpha / beta): 6.8297 / 6.8274 eV
DFT total energy: -26390.842 eV
Total charge: 0
LUMO (alpha / beta): -1.150 / -1.151 eV

***

12.
# C10H10NO3

An isolated ion of composition C10H10NO3 and charge -1 in a non-equilibrium geometry (ωB97M-V with the def2-TZVPD basis set, the Open Molecules 2025 dataset).

Cartesian coordinates (Å):
C1 1.62 2.83 0.09
C2 1.18 1.34 -0.06
C3 -0.40 1.20 -0.03
C4 -1.10 -0.11 -0.10
C5 -2.44 -0.33 -0.29
C6 -3.03 -1.59 -0.28
C7 -2.09 -2.59 0.03
N1 -0.78 -2.46 0.31
C8 -0.27 -1.22 0.16
C9 1.23 -1.05 0.20
O1 1.70 -0.94 -1.04
O2 1.82 -2.20 0.80
C10 1.80 0.19 0.72
O3 2.89 0.39 1.19
H1 1.98 3.22 -0.92
H2 2.38 2.94 0.88
H3 0.79 3.49 0.32
H4 1.49 1.12 -1.00
H5 -0.82 1.86 -0.89
H6 -0.73 1.54 0.97
H7 -3.08 0.53 -0.56
H8 -4.04 -1.91 -0.42
H9 -2.37 -3.67 -0.16
H10 2.26 -2.57 0.07

E_HOMO: -0.1458 Eh
Relative energy (zero: lowest compared OMol25 entry of this formula, charge and spin): 169.7 kJ/mol
Frontier orbital gap: 7.3731 eV
DFT total energy: -18163.944 eV
Total charge: -1
LUMO: 3.406 eV

***

total charge of number 10 (C10H10N2O2P)? +1

***

What is the total charge in the sixth record? +1

***

What is the total charge in the ninth record? 0